39
Properties=species:S:1:pos:R:3:lowdin_charge:R:1 method="wB97M-V/def2-TZVPD" total_energy_ev=-27031.13048 e_above_lowest_kj_mol=1043.6
H -0.47964 0.42473 0.85538 0.013
H -0.21993 -0.66372 -0.06424 -0.003
H 2.67797 -3.45117 -1.29866 0.046
H 2.66874 -3.45870 -2.84949 0.012
H -2.27560 0.94286 1.85370 0.066
H -2.81177 2.25638 2.22192 0.036
H -0.24963 2.11663 -2.31677 -0.003
H 0.25952 2.44619 -0.88400 0.090
H -1.51766 -2.09053 -2.39020 0.075
H -1.41111 -2.43233 -0.92195 0.033
H -1.24895 -0.74208 -4.10552 0.012
H -0.14390 0.03540 -4.69194 0.038
H 1.99948 3.43875 3.83394 0.087
H 3.17033 3.45643 2.90742 0.033
H -3.11630 1.48539 -1.80801 0.051
H -2.50537 1.00051 -0.47494 0.056
H 3.16308 -0.11025 2.34442 0.013
H 2.90663 -1.48659 3.04582 0.049
H 1.41491 -2.03075 0.72159 0.046
H 2.18694 -2.51225 1.97040 -0.004
H 0.83752 0.08128 2.64638 0.029
H 0.65698 1.31904 3.45839 -0.013
H -1.40056 4.33744 -0.64059 0.066
H -1.93024 4.34304 -2.11970 0.015
H -2.80300 -4.08139 -0.67784 0.153
H -1.81687 -4.34628 0.38980 0.048
O -0.25326 0.25502 -0.05876 -0.029
O 3.06423 -3.89673 -2.10676 -0.072
O -2.10947 1.67584 2.55527 -0.084
O -0.15832 1.74088 -1.47239 -0.143
O -1.65759 -2.85071 -1.73893 -0.150
O -0.74363 0.04315 -3.94667 -0.030
O 2.27076 3.11183 2.90221 -0.090
O -2.27838 1.12226 -1.45512 -0.102
O 3.59443 -0.91724 2.59850 -0.077
O 2.28361 -2.11884 1.14602 -0.028
O 0.92365 1.02954 2.64975 -0.017
O -1.15934 4.48356 -1.59353 -0.059
O -1.78826 -3.95661 -0.48490 -0.162


39
Properties=species:S:1:pos:R:3:lowdin_charge:R:1 method="wB97M-V/def2-TZVPD" total_energy_ev=-27037.67674 e_above_lowest_kj_mol=412.0
H 0.87939 0.39300 -1.52876 0.037
H -0.10357 -0.43985 -0.72241 0.049
H 4.14468 0.89502 1.74952 0.029
H 4.09292 2.36672 1.37343 0.041
H -2.51255 0.31946 1.17512 0.038
H -2.68652 0.40058 -0.33260 0.007
H 4.04333 -2.91351 1.56905 0.046
H 3.37419 -1.68480 0.97526 0.031
H 4.72819 1.82058 -2.23461 0.033
H 3.55880 2.79042 -2.18988 0.029
H -2.27711 1.15165 -1.95951 0.010
H -3.68822 1.16010 -2.52406 0.073
H 0.25459 3.61038 0.34403 0.022
H 0.04036 2.15176 0.71358 -0.012
H -3.67100 -0.55760 -3.76804 0.038
H -2.49952 -0.40290 -4.72394 0.045
H 0.48456 -2.45984 2.77803 -0.002
H 0.50363 -3.84356 3.40651 0.041
H -3.48693 -3.31096 -0.69033 0.031
H -4.83120 -2.95491 -0.07697 0.031
H -0.55526 -0.27255 3.14418 0.000
H -1.68024 -1.05121 2.48225 0.026
H -0.20693 2.43169 -2.12505 0.054
H -0.38899 0.96794 -2.49154 0.023
H 2.24691 -0.14134 2.05334 -0.001
H 0.75208 -0.41371 2.01686 0.010
O 0.52018 0.29035 -0.64027 -0.052
O 3.56332 1.66361 1.76605 -0.045
O -2.01068 0.37470 0.35410 -0.057
O 3.86468 -1.98367 1.74926 -0.051
O 3.94688 2.09228 -2.72932 -0.060
O -2.98597 0.56303 -2.24240 -0.105
O 0.01354 3.04131 1.08366 -0.053
O -2.73073 -0.75063 -3.85525 -0.084
O -0.00065 -3.29242 2.79746 -0.055
O -3.93339 -3.21473 0.15844 -0.059
O -1.50246 -0.43986 3.20588 -0.039
O -0.73214 1.84785 -2.68386 -0.035
O 1.47183 -0.20440 2.62278 -0.038


39
Properties=species:S:1:pos:R:3:lowdin_charge:R:1 method="wB97M-V/def2-TZVPD" total_energy_ev=-27016.49085 e_above_lowest_kj_mol=2456.2
O 2.61769 -0.71122 0.37898 -0.040
H 2.07947 -0.03844 -0.03806 -0.201
H 2.60705 -1.44335 -0.23756 0.048
O -1.92000 -0.38001 -1.91139 -0.025
H -2.32123 -0.30095 -2.77684 0.098
H -1.33645 0.37604 -1.84743 0.050
O 0.39331 -2.20413 0.53813 0.051
H 0.79429 -1.99117 -0.30454 -0.025
H 0.53314 -3.14563 0.63934 0.161
O 0.87689 -0.47312 1.90819 0.133
H 1.81369 -0.39392 1.72832 0.083
H 0.58279 -1.18519 1.34013 -0.038
O -0.56344 0.07978 -0.19606 -0.102
H -0.32843 -0.48109 -0.93527 -0.051
H 0.27415 0.40370 0.13521 0.056
O 0.41647 -1.41207 -1.41898 0.033
H 0.31202 -1.63763 -2.34334 0.167
H 1.29868 -1.04547 -1.35962 0.123
O 1.80340 1.05781 0.06380 0.034
H 1.25715 1.26050 0.82325 -0.166
H 1.49170 1.64970 -0.62085 -0.138
O -1.50181 -2.13181 -0.49055 -0.074
H -1.50871 -1.97828 -1.43534 0.028
H -0.58687 -2.32425 -0.28538 -0.097
O 0.83165 1.52119 1.82206 0.190
H 0.87258 0.56864 1.73726 -0.212
H 1.39604 1.72010 2.56914 0.190
O 0.77957 2.41369 -1.10917 0.150
H 0.15979 1.73736 -1.38243 0.089
H 0.91562 2.94550 -1.89333 0.129
O -1.79903 -0.61624 1.31986 -0.060
H -2.32040 -1.24530 0.82115 0.030
H -1.12824 -0.31950 0.70487 -0.216
O -0.89454 2.00640 0.97468 -0.056
H -0.03954 1.79437 1.34916 -0.260
H -1.46596 2.12544 1.73333 0.093
O -2.47174 1.26982 -0.19083 -0.117
H -2.30939 1.50048 0.72386 0.002
H -1.61134 1.02825 -0.53376 -0.063


39
Properties=species:S:1:pos:R:3:lowdin_charge:R:1 method="wB97M-V/def2-TZVPD" total_energy_ev=-27040.85489 e_above_lowest_kj_mol=105.4
O 0.38849 0.79336 -3.37807 -0.055
H 0.33121 0.02788 -2.79070 -0.018
H -0.32938 0.67194 -4.00685 0.032
O 0.67146 -1.93758 -2.13848 -0.063
H 0.98835 -2.74954 -1.73027 0.062
H -0.24687 -2.11869 -2.40580 0.007
O -1.69543 2.18762 0.10620 -0.076
H -1.16976 2.94473 -0.16900 0.059
H -1.06860 1.42494 0.04917 0.003
O 2.53716 -0.31337 1.52795 -0.050
H 2.61265 -0.79633 2.35934 0.055
H 3.29151 -0.60755 0.99376 0.043
O 0.13896 0.18156 0.02207 -0.052
H 0.46266 -0.12270 0.87971 0.013
H -0.29807 -0.59722 -0.36451 0.023
O 3.21701 -0.81330 -1.00889 -0.059
H 2.27675 -0.61999 -0.87822 0.003
H 3.40766 -0.47194 -1.88820 0.060
O -0.58665 0.67016 3.15971 -0.048
H -1.44894 0.27977 2.97091 0.078
H -0.72560 1.23064 3.93301 0.078
O -1.49828 -2.20396 0.26144 -0.058
H -2.07545 -2.55527 0.94700 0.054
H -1.98753 -2.33396 -0.56801 0.020
O -3.28473 0.40385 -1.21912 -0.062
H -4.05211 0.97779 -1.28040 0.056
H -2.61241 0.93862 -0.74209 0.006
O 2.82613 2.55215 0.16017 -0.060
H 2.31580 1.76135 0.36737 -0.019
H 2.20523 3.13339 -0.28575 0.028
O -2.06488 -1.74095 -2.58168 -0.063
H -2.43144 -0.88739 -2.26956 0.023
H -2.80987 -2.17935 -3.00507 0.071
O 0.13958 -2.01355 2.78181 -0.062
H 0.58037 -2.17897 1.94008 0.024
H 0.28632 -1.06911 2.93888 -0.013
O 0.91723 2.89988 2.45057 -0.058
H 0.04593 3.27913 2.29903 0.027
H 0.74549 1.95194 2.56249 -0.007